157
Properties=species:S:1:pos:R:3:forces:R:3 method="wB97M-V/def2-TZVPD" total_energy_ev=-944981.7620 e_homo_ev=-9.0 multiplicity=1
Cl 3.695002 3.579033 4.640138 -0.07 -0.01 0.01
C -1.036516 -1.628016 -0.850540 -0.30 1.27 -0.64
O 3.307721 -2.429091 -1.999320 -2.24 1.11 -0.26
H 0.905166 -0.131800 -3.111565 0.16 0.14 0.10
Cl -10.286595 5.110536 -4.597689 -0.03 0.05 -0.03
Cl 4.636777 6.555332 -0.116212 -0.02 0.09 0.00
Cl -8.639118 6.376886 -6.627717 -0.06 0.02 0.03
F -0.145033 -4.929484 -6.805822 0.37 -0.05 0.77
H -0.767786 -5.340286 -2.090093 0.30 0.92 0.16
H -0.116848 -3.306096 -5.557073 0.44 -0.90 -0.31
Cl -5.573539 2.836754 5.178998 0.09 -0.02 -0.04
Cl -3.243700 1.625730 10.193773 -0.12 0.15 -0.06
Cl -2.911890 9.442464 1.851833 0.01 -0.01 0.05
H -3.469924 2.114534 4.428161 -0.03 0.06 0.05
Cl 5.592127 7.233674 -4.792865 0.06 -0.06 -0.02
C -2.244431 -1.705728 -5.454232 -0.09 -0.48 0.53
Cl -5.728398 2.560326 11.361975 0.04 0.03 0.12
Cl 7.906719 1.946613 -6.150645 0.05 0.06 0.06
Cl -6.740104 -7.647136 -6.089155 0.09 -0.01 0.03
Cl 4.777189 -2.828640 2.811402 0.15 0.26 -0.40
C 0.691955 -3.197995 -2.926855 -0.80 0.38 -0.56
H 8.270403 1.244457 -3.939862 -0.41 0.07 -0.37
H -1.194714 -1.408827 -5.629610 -0.75 -0.38 -1.46
C -3.848709 3.042535 4.841608 0.04 0.15 0.03
Cl 2.137247 1.527595 3.296210 -0.08 -0.01 0.22
Cl 4.824890 -0.717891 0.774605 -0.02 -0.19 0.22
H 3.280180 -1.976266 -1.136195 0.27 -0.22 0.04
H -8.412997 -6.118872 3.520348 0.03 -0.02 -0.06
C 0.752960 -2.450603 0.494705 1.16 -1.33 0.14
C 5.587512 -2.198374 1.371391 0.09 -0.23 0.05
C 6.783090 6.018738 -5.259987 -0.05 0.09 -0.14
H -3.982469 3.833330 10.441971 -0.06 -0.06 0.07
Cl -7.236836 5.248294 -2.595341 0.21 -0.14 0.11
Cl 9.888376 -6.394563 -0.679129 -0.08 0.03 0.00
Cl 6.494091 5.455107 -6.907592 0.02 -0.01 0.11
Cl 8.617020 -4.947728 1.494646 0.02 -0.01 0.01
Cl 9.659997 1.771659 -2.320061 0.47 0.04 0.45
Cl -4.951946 -6.163753 -4.343056 -0.05 -0.05 -0.02
Cl 1.832777 0.468904 10.422809 -0.27 0.11 -0.08
H -4.411747 -7.831434 -5.899596 -0.06 0.03 -0.02
Cl 2.764199 1.543108 0.085347 0.05 0.15 -0.39
O 1.585435 -0.404490 -2.472693 -0.57 -2.76 0.51
Cl -4.518378 4.807444 -1.664871 0.03 0.04 -0.02
Cl 8.418071 6.666014 -5.093034 -0.15 0.31 -0.31
Cl 6.156442 -2.997576 7.114356 0.12 0.02 -0.09
H 6.684726 5.172851 -4.589294 -0.01 0.02 -0.08
C 8.415329 -6.211520 0.278072 0.06 -0.05 0.05
Cl -6.640403 -7.379022 2.642738 -0.05 0.05 0.03
C -0.639299 -8.660666 -8.036029 0.03 -0.14 0.06
O -0.181848 -5.106306 1.806764 0.14 0.55 0.94
Cl 1.947837 4.297453 2.432484 0.01 -0.03 0.11
C -6.179273 -3.359418 -1.388949 -0.22 -0.12 0.08
H 7.443316 0.541709 -8.925331 -0.06 -0.01 -0.02
H 5.207201 -1.297892 5.800525 -0.03 -0.01 0.06
Cl 6.404792 2.658987 -3.767871 0.06 -0.01 -0.12
Cl 3.876550 1.007592 -2.597378 0.35 0.44 0.42
C 0.374898 0.127242 9.487543 -0.06 -0.35 -0.14
Cl 0.625758 -9.322178 -6.997103 -0.03 0.06 -0.05
Cl -3.758726 12.923042 5.129891 0.00 -0.06 -0.06
C 6.464175 0.301003 -9.322941 -0.14 -0.05 0.02
H 0.011047 1.060267 9.071972 0.02 -0.08 -0.01
N 0.228652 -3.543864 -1.560144 0.92 -0.52 -1.10
Cl 9.080013 4.504090 -3.145539 0.65 -0.26 0.35
Cl -9.718617 0.293202 10.325074 0.05 0.07 0.03
Cl -6.371098 12.396443 3.972519 0.07 -0.04 -0.03
Cl -4.388562 13.891953 2.464900 0.01 -0.08 0.01
C -2.039186 -4.280487 -5.446653 1.07 -0.62 1.61
Cl -8.254008 1.822879 8.339337 -0.17 -0.07 0.06
O -1.848366 -1.498025 -0.030798 -0.89 -0.29 1.53
Cl -7.455185 -4.683433 1.934552 -0.21 0.09 0.63
C -7.998380 -6.254223 2.528508 0.02 -0.05 -0.09
F -1.255329 -0.925023 -2.005551 1.25 -1.15 -0.07
H 1.362207 3.378070 4.509024 0.05 -0.01 -0.04
H -0.398044 -7.434328 0.079810 0.42 -0.12 -0.45
Cl 10.495674 4.003113 -0.659330 0.03 -0.06 -0.09
Cl 1.752217 6.855795 0.036562 -0.03 0.06 0.00
H -6.122018 -2.787331 -0.468373 0.02 -0.02 -0.09
Cl 5.719061 1.794834 -9.902192 0.07 -0.01 0.04
C -9.749583 6.649304 -5.281608 0.13 -0.04 0.05
H 1.870966 -4.246051 -4.554907 -0.36 0.47 0.61
H -0.206795 -7.870680 -8.638823 -0.05 -0.01 0.07
C 7.385102 1.412221 -4.546805 -0.20 -0.26 -0.20
Cl 5.502176 -0.412244 -8.027984 0.04 0.04 -0.10
Cl 2.979561 3.673807 -1.878405 0.06 -0.03 0.02
O 0.004624 -5.090369 -4.483941 0.12 0.74 -0.23
C 1.078900 -4.436261 -3.807143 1.01 -1.06 0.79
H 4.702527 2.400725 -0.914234 -0.09 0.06 0.02
Cl -6.207895 6.754664 -0.335632 -0.13 0.05 -0.15
Cl -7.502167 -2.725240 -2.362408 -0.01 0.04 0.04
Cl -6.467379 -5.048070 -0.972665 0.26 -0.04 -0.56
H -3.088995 -1.014531 -5.642047 0.97 0.36 1.31
Cl -5.382228 8.459227 3.021633 0.06 0.03 0.04
C 2.176238 3.216572 3.812156 0.06 0.00 -0.16
H -2.327640 -5.038039 -4.677554 0.27 0.35 -0.67
H -3.235903 -2.930977 -4.062897 -0.64 -0.33 -1.71
H -4.274550 11.672940 3.213733 -0.03 0.05 0.02
H 3.871772 0.606708 11.308029 0.27 0.02 0.11
C -0.471381 -4.364544 -5.581147 -2.15 1.18 0.25
Cl 3.654520 -3.038880 5.677407 -0.25 0.23 0.52
Cl -4.707959 -5.920326 -7.229849 -0.14 -0.06 0.00
Cl 4.231424 -1.281394 12.645870 -0.03 0.08 -0.07
N 0.304229 -6.744567 0.337300 -0.92 0.30 -0.25
Cl 5.968193 -0.157279 10.610122 0.00 0.06 0.09
H 1.493603 -5.195171 -3.098286 -0.31 0.47 -0.52
H 7.611464 -5.917250 -0.386908 0.04 0.00 0.05
H -3.178998 7.936947 3.632276 -0.03 0.02 -0.05
Cl -3.550985 6.610608 1.736168 0.21 0.36 -0.14
Cl -9.262440 -6.909426 1.482632 0.04 0.03 0.06
S 2.745258 -1.668690 -4.777175 -0.44 -0.49 0.28
N 0.156768 -2.390758 -0.774012 -0.19 -0.38 0.12
C -4.648633 12.597861 3.638609 -0.05 0.06 0.02
C -1.465017 -4.814566 -0.134648 -0.07 -0.82 -0.77
C -0.401427 -5.547389 0.723904 0.02 0.45 -0.04
H -1.924860 -4.004394 0.459627 0.53 -0.32 -0.25
H 11.172679 3.491114 -2.844106 -0.07 -0.05 0.02
Cl 7.973720 -7.742243 1.038967 -0.02 0.08 -0.05
H -0.180593 -2.692308 -3.429091 0.77 -0.10 0.01
Cl 5.315037 1.393307 12.977365 -0.07 0.00 -0.05
H -10.618295 7.175898 -5.658150 0.05 -0.04 0.02
F 1.758109 -3.366333 0.603615 -0.71 0.32 -1.27
Cl -8.989271 7.649106 -4.040854 -0.22 0.21 -0.16
C -5.807828 5.996892 -1.877986 -0.11 -0.08 0.04
C 4.818163 -2.006214 6.523316 0.18 -0.11 0.13
C 3.705978 2.178224 -1.280694 0.03 -0.12 -0.21
Cl -4.651504 -3.177194 -2.252084 -0.02 0.01 0.23
Cl 5.611914 -3.403031 0.078492 0.00 -0.03 0.02
Cl 6.671898 -0.845941 -10.651429 0.05 0.04 0.04
Cl -0.878596 -0.540054 10.541754 0.16 -0.02 -0.12
Cl 3.141451 7.451405 -2.442860 -0.06 0.02 0.16
C 3.239809 7.479938 -0.678572 0.04 -0.11 -0.06
C -5.109365 -7.001861 -5.891823 -0.11 0.07 -0.01
Cl 4.138588 -1.097916 7.885030 -0.08 -0.21 -0.53
O 0.535749 -1.790357 1.422450 -0.80 1.63 1.03
C 10.228473 3.450012 -2.314086 -0.24 0.19 0.11
Cl -3.597307 4.334626 3.663647 -0.09 -0.36 0.23
Cl -1.940733 -7.963950 -7.064870 0.12 0.03 -0.05
H 0.979312 -6.581412 -0.403170 -0.21 -0.11 -0.08
Cl 6.485772 -0.103736 -4.656184 0.09 0.07 0.11
C -4.466135 2.902609 10.169421 -0.04 0.00 -0.05
C -0.965641 -4.381694 -1.554595 -1.35 -1.13 0.39
C -9.117102 1.893410 9.877075 -0.09 -0.05 -0.11
Cl 0.763324 -0.987720 8.167978 -0.32 0.25 0.17
C 4.731742 0.194777 11.816719 0.29 -0.11 0.20
Cl -5.168687 3.103954 8.572746 0.00 0.02 0.30
Cl -2.956231 3.403801 6.324475 0.26 -0.09 -0.33
H -8.422817 2.222719 10.641217 -0.04 -0.02 -0.07
H 3.364486 8.508623 -0.361839 -0.01 -0.07 -0.02
C -3.687533 8.090374 2.687202 -0.07 -0.08 -0.06
H 6.611550 -1.974981 1.648686 -0.05 0.02 -0.09
H -2.282270 -5.557433 -0.325365 0.50 0.56 0.03
Cl -10.443748 3.056551 9.793728 0.06 -0.01 0.04
P 2.070905 -1.924161 -2.968456 1.59 1.13 -1.22
H -5.451507 6.766619 -2.552955 -0.02 -0.06 0.04
H -2.553409 -4.597516 -6.374813 0.36 0.66 0.41
Cl -1.269632 -9.905191 -9.118781 0.03 0.08 0.02
C -2.545935 -2.924305 -4.930120 0.15 0.13 -0.33
H -1.845791 -3.944126 -2.101661 0.70 0.06 0.31

***

13
Properties=species:S:1:pos:R:3:forces:R:3 method="wB97M-V/def2-TZVPD" relative_energy_kj_mol=388.9 total_energy_ev=-9269.4707 e_homo_ev="-6.8 / -6.8" multiplicity=1
H -2.191105 -0.660029 1.337763 0.06 0.08 -0.11
H 3.258865 0.412581 -0.497709 -0.12 -0.08 0.00
N -0.991174 1.048775 -1.088756 0.06 -0.15 0.15
H 2.222397 -1.066380 -0.239975 0.01 0.14 0.08
C 0.099597 0.344907 -0.659214 0.29 0.05 0.08
C -1.934280 0.685225 -0.262546 -0.09 -0.02 0.09
H -2.943417 1.081247 -0.297211 0.14 -0.07 -0.01
C -0.180951 -0.532315 0.493789 0.05 -0.05 -0.11
H 0.616272 -0.173769 1.227203 -0.13 -0.03 0.00
C 2.300695 0.022316 -0.165363 0.31 -0.16 -0.09
H 0.005276 -1.608184 0.384434 -0.01 0.16 -0.01
N -1.568208 -0.208864 0.690006 -0.15 0.05 -0.03
O 1.306032 0.654496 -0.922425 -0.42 0.08 -0.05

***

11
Properties=species:S:1:pos:R:3:forces:R:3 method="wB97M-V/def2-TZVPD" relative_energy_kj_mol=285.8 smiles=Oc1cc(O)[nH]n1 total_energy_ev=-10249.3033 e_homo_ev=-9.0 multiplicity=1
H -2.643096 -1.198209 -0.206988 0.79 2.40 0.44
O -2.388633 -0.223390 -0.031118 -0.31 -2.53 -0.39
H 0.077887 -1.978755 0.400127 0.14 1.17 -1.05
C 0.070169 -0.926716 0.010364 -0.40 -0.89 0.74
H 3.053406 0.363912 0.295433 -0.81 -1.34 -0.86
N -0.554736 1.157435 0.072077 -4.23 4.28 -2.06
H -1.027675 2.070988 -0.424700 1.24 -3.30 2.02
N 0.747595 1.205883 0.037731 3.00 2.39 -0.54
C -1.041267 -0.090828 -0.010323 0.62 -0.70 0.18
O 2.539168 -0.398040 -0.114949 -1.64 2.48 1.25
C 1.167186 0.017724 -0.027649 1.61 -3.96 0.27